Computed, not measured: a molecular structure, C4H12AlClN, with wB97M-V/def2-TZVPD.

- Spin multiplicity: 1
- Gap between HOMO and LUMO: 0.309 Eh
- Charge: -1
- HOMO energy: -4.671 eV
- E_LUMO: 3.728 eV
- Total energy: -24955.3102 eV

Structure (XYZ):
```
19
C4H12AlClN (wB97M-V/def2-TZVPD)
N 3.00882 -0.30566 0.14082
C 1.55350 -0.29878 0.45650
C 0.77455 0.50105 -0.56587
C -0.42609 1.27819 -0.02124
C -1.37305 0.43165 0.83975
Al -2.50536 -0.78916 -0.33784
Cl -1.26846 -2.58673 -0.96868
H 3.40114 -1.19747 0.42305
H 3.09892 -0.27214 -0.87000
H 1.17080 -1.31746 0.47891
H 1.40890 0.10386 1.45417
H 1.45191 1.20371 -1.05615
H 0.39993 -0.16176 -1.34306
H -0.99652 1.60820 -0.89070
H -0.09998 2.19679 0.47368
H -0.83466 -0.17039 1.57002
H -2.04884 1.06936 1.40740
H -2.92008 0.02465 -1.67141
H -3.79546 -1.31790 0.48064
```

---

Computed, not measured: a molecular structure, C4H12AsCoN2S4 at a distorted geometry, with wB97M-V/def2-TZVPD.

- Spin multiplicity: 2
- Gap between HOMO and LUMO (spin up / spin down): 0.211 / 0.211 Eh
- ⟨S²⟩: 0.7805
- Charge: -1
- HOMO energy (spin up / spin down): -3.398 / -3.390 eV
- E_LUMO (spin up / spin down): 2.348 / 2.351 eV
- Total energy: -149132.9544 eV

Structure (XYZ):
```
24
C4H12AsCoN2S4 (wB97M-V/def2-TZVPD)
Co -0.90054 -0.91847 0.17725
N 1.20247 -1.11936 0.21258
C 2.28051 -0.27469 -0.33334
C 1.72457 1.02691 -0.87178
C 1.22196 1.95711 0.23855
C -0.23067 2.34254 0.04266
N -1.11707 1.18214 0.23001
H 1.39155 -1.43961 1.15634
H 1.10101 -1.97377 -0.33293
H 2.80372 -0.81241 -1.12532
H 3.01165 -0.06865 0.45233
H 0.89383 0.76945 -1.53567
H 2.48246 1.52562 -1.47989
H 1.83196 2.86188 0.28704
H 1.30717 1.46112 1.21100
H -0.36850 2.72537 -0.97048
H -0.50613 3.14390 0.73205
H -1.91766 1.20873 -0.39656
H -1.52485 1.17485 1.16284
S -3.83372 -3.78323 2.05895
As -3.06415 -3.08024 0.22909
S -3.11218 -0.85392 0.15937
S -0.83644 -3.13649 0.23439
S -3.84095 -3.91879 -1.53845
```

---

Computed, not measured: a molecular structure, C4H12B3CsF12NO at a distorted geometry, with wB97M-V/def2-TZVPD.

- Spin multiplicity: 1
- Gap between HOMO and LUMO: 0.247 Eh
- Charge: -1
- HOMO energy: -7.305 eV
- Energy above the lowest of the compared OMol25 structures with the same formula, charge and spin: 69.5 kcal/mol
- E_LUMO: -0.580 eV
- Total energy: -43086.8603 eV

Structure (XYZ):
```
34
C4H12B3CsF12NO (wB97M-V/def2-TZVPD)
Cs -4.82843 3.97822 -17.72846
C -4.53450 -1.18784 -11.17339
C -4.91863 0.06243 -11.98873
C -3.83410 0.51881 -12.95213
O -4.37660 1.64533 -13.55680
C -3.50074 2.26339 -14.48358
N -6.18327 -0.13527 -12.80285
H -6.00301 -0.79020 -13.57122
H -6.85693 -0.55752 -12.16476
H -6.46495 0.74833 -13.23792
H -4.31676 -1.99220 -11.88112
H -5.40707 -1.47970 -10.59179
H -3.62153 -0.99738 -10.62274
H -5.15537 0.88039 -11.30995
H -3.65231 -0.25887 -13.70790
H -2.92322 0.62375 -12.35438
H -2.48872 2.55443 -14.19955
H -3.97319 3.04433 -15.05862
H -3.31730 1.51236 -15.26866
B -6.95691 4.45319 -20.80090
F -7.89533 5.43760 -21.26188
F -5.95558 5.26084 -20.13760
F -7.64223 3.70640 -19.80746
F -6.48657 3.76150 -21.88641
B -3.62938 1.16013 -19.47929
F -4.73728 1.15202 -18.64356
F -3.45760 -0.13947 -20.05910
F -3.81726 2.11588 -20.44957
F -2.52524 1.55811 -18.68656
B -1.81170 6.48438 -18.40776
F -3.04123 6.23352 -17.72831
F -0.71638 6.52601 -17.52329
F -1.63504 5.48914 -19.35482
F -1.87699 7.75105 -19.06739
```

---

Computed, not measured: 2 unconnected molecules or ions with the total composition C4H12BF4N2O2PS at a distorted geometry, with wB97M-V/def2-TZVPD.

- Spin multiplicity: 1
- Gap between HOMO and LUMO: 0.327 Eh
- HOMO energy: -10.125 eV
- E_LUMO: -1.228 eV
- Total energy: -43092.8057 eV

Structure (XYZ):
```
27
C4H12BF4N2O2PS (wB97M-V/def2-TZVPD)
C -2.26356 0.63606 -0.32113
C -1.31482 -0.38481 0.21396
O -1.68241 -1.43000 0.58014
N 0.08931 -0.00639 0.13874
C 0.65310 -0.54551 -1.13685
S 1.05986 -0.31959 1.44225
C 0.43698 -1.56715 2.59143
P 0.80611 1.53888 2.60643
N 1.64780 1.14130 4.02084
O 1.79599 2.56028 1.79972
H -2.27228 0.55736 -1.40386
H -3.25779 0.40093 0.00533
H -1.99881 1.63738 -0.01886
H 0.85633 -1.59777 -1.02814
H -0.06610 -0.41323 -1.93770
H 1.55493 -0.01848 -1.39772
H 0.79624 -1.23339 3.55773
H 0.93067 -2.49842 2.36793
H -0.63596 -1.61799 2.64400
H 1.58084 1.94480 4.64148
H 2.64606 1.01714 3.84582
H 1.93637 2.28996 0.87656
B -0.66384 -0.41630 -4.83358
F -1.48898 -0.08313 -3.71037
F 0.40069 -1.23093 -4.37375
F -1.40162 -1.11643 -5.78116
F -0.14511 0.75544 -5.38924
```

---

Computed, not measured: a molecular structure, C4H12BF4O4Rb at a distorted geometry, with wB97M-V/def2-TZVPD.

- Spin multiplicity: 1
- Gap between HOMO and LUMO: 0.359 Eh
- HOMO energy: -10.770 eV
- Energy above the lowest of the compared OMol25 structures with the same formula, charge and spin: 15.8 kcal/mol
- E_LUMO: -0.989 eV
- Total energy: -24740.4074 eV

Structure (XYZ):
```
26
C4H12BF4O4Rb (wB97M-V/def2-TZVPD)
Rb -1.19811 -0.87209 -0.10253
B -1.43605 -0.32635 3.64212
F -0.50773 0.62146 4.11363
F -2.03087 0.21822 2.46608
F -0.74914 -1.51478 3.25923
F -2.41528 -0.63959 4.57224
C 2.08241 -3.78730 0.10492
C 2.55463 -2.48742 0.68431
O 1.37108 -1.72904 1.02818
O 1.29102 -4.49583 1.03055
H 2.87111 -4.44206 -0.25082
H 1.47399 -3.54382 -0.77948
H 3.05869 -1.91501 -0.10045
H 3.13335 -2.65157 1.59432
H 1.63340 -0.81224 1.14901
H 0.63787 -3.90935 1.42800
C -0.86748 3.03567 -1.68751
C -1.41139 3.45499 -3.05549
O -1.62496 4.86185 -3.08231
O -0.72154 1.59023 -1.64821
H -1.58013 3.21810 -0.88456
H 0.06877 3.55580 -1.48495
H -2.33715 2.90056 -3.22267
H -0.68345 3.26792 -3.84204
H -2.33356 5.07267 -2.46519
H -0.27948 1.32898 -2.46639
```

---

Computed, not measured: a single C4H12BN molecule at a distorted geometry, with wB97M-V/def2-TZVPD.

- Spin multiplicity: 1
- Gap between HOMO and LUMO: 0.389 Eh
- HOMO energy: -9.862 eV
- Energy above the lowest of the compared OMol25 structures with the same formula, charge and spin: 41.8 kcal/mol
- E_LUMO: 0.714 eV
- SMILES string: BNC(C)(C)C
- Total energy: -6508.1421 eV

Structure (XYZ):
```
18
C4H12BN (wB97M-V/def2-TZVPD)
B 0.92086 -2.25077 0.54934
C -1.63767 0.67578 0.04126
C 0.71912 1.23383 0.75098
C 0.27247 0.07017 -1.48369
C -0.12709 0.12541 -0.01215
N 0.08859 -1.14797 0.62496
H 0.53821 -3.03981 1.26954
H 1.58726 -2.58011 -0.30149
H -2.03384 0.74244 1.11761
H -1.57109 1.65437 -0.28621
H -2.20921 0.13506 -0.68316
H 0.40119 1.40727 1.76835
H 0.71660 2.13985 0.26628
H 1.72853 0.78375 0.93314
H -0.17277 -0.79503 -1.89453
H 0.01599 0.98634 -2.06708
H 1.34449 -0.17435 -1.59395
H -0.59001 -1.25018 1.66648
```

---

Computed, not measured: a single C4H12BN molecule at a distorted geometry, with wB97M-V/def2-TZVPD.

- Spin multiplicity: 1
- Gap between HOMO and LUMO: 0.360 Eh
- HOMO energy: -9.049 eV
- Energy above the lowest of the compared OMol25 structures with the same formula, charge and spin: 14.9 kcal/mol
- E_LUMO: 0.747 eV
- SMILES string: CB(C)N(C)C
- Total energy: -6509.3094 eV

Structure (XYZ):
```
18
C4H12BN (wB97M-V/def2-TZVPD)
B -0.70668 -0.16373 0.00345
C -1.89301 0.47548 0.91237
C -1.07443 -1.12071 -1.21071
C 1.24433 1.01994 1.08338
C 1.72490 -0.38256 -0.70718
N 0.65703 0.12577 0.18360
H -2.71855 -0.17273 0.64004
H -2.15639 1.49001 0.64237
H -1.63219 0.54965 1.94269
H -1.96996 -0.69230 -1.73019
H -1.50412 -2.08470 -0.77052
H -0.15645 -1.36607 -1.83958
H 0.45968 1.50071 1.55302
H 2.05363 0.51238 1.62372
H 1.82169 1.81212 0.51369
H 1.46585 -1.36478 -0.85101
H 1.70747 0.01524 -1.71359
H 2.67718 -0.15370 -0.27556
```